Computed, not measured: a molecular structure, C44H56BBrClN2O5PS2Ta in a non-equilibrium geometry, with ωB97M-V with the def2-TZVPD basis set.

Structure (XYZ):
```
114
Properties=species:S:1:pos:R:3:mulliken_charge:R:1
Ta -0.773 0.205 -0.158 1.549
N 0.340 0.964 1.785 -0.186
C -0.059 0.414 3.022 -0.735
C 0.702 0.331 4.152 -0.562
C 0.139 -0.194 5.336 -0.851
C -1.163 -0.602 5.376 -0.917
C -1.956 -0.560 4.203 1.190
C -3.300 -0.984 4.141 -1.134
C -3.950 -0.947 2.945 -1.324
C -3.262 -0.524 1.794 -0.575
N -2.013 -0.104 1.807 1.286
C -1.377 -0.087 3.016 0.470
H -0.140 1.875 1.675 -0.306
H 1.335 1.139 1.719 0.225
H 1.720 0.695 4.150 0.519
H 0.750 -0.245 6.227 0.412
H -1.601 -0.973 6.292 0.459
H -3.794 -1.331 5.040 0.476
H -4.980 -1.260 2.850 0.610
H -3.760 -0.540 0.840 0.566
C 5.650 4.161 -3.730 -2.067
C 5.635 2.796 -3.043 1.856
C 5.994 1.727 -4.083 -1.656
C 6.693 2.801 -1.932 -1.654
C 4.271 2.471 -2.436 -0.273
C 4.083 1.259 -1.773 -0.243
C 2.860 0.964 -1.215 0.525
Br 2.643 -0.698 -0.359 -0.101
C 1.758 1.840 -1.287 -0.368
O 0.631 1.454 -0.662 1.217
C 1.918 3.056 -1.961 -0.476
C 3.186 3.321 -2.507 -0.546
C 0.861 4.147 -2.167 2.694
C 1.330 5.438 -1.479 -1.912
C -0.507 3.790 -1.605 -2.165
C 0.681 4.399 -3.673 -1.823
H 6.642 4.345 -4.146 0.446
H 5.429 4.969 -3.031 0.380
H 4.933 4.210 -4.550 0.388
H 6.955 1.960 -4.545 0.448
H 5.238 1.679 -4.868 0.359
H 6.071 0.737 -3.633 0.334
H 7.674 3.042 -2.345 0.452
H 6.765 1.830 -1.443 0.333
H 6.451 3.543 -1.170 0.359
H 4.882 0.537 -1.691 0.449
H 3.305 4.262 -3.019 0.274
H 1.469 5.275 -0.409 0.335
H 0.572 6.214 -1.606 0.483
H 2.267 5.814 -1.889 0.369
H -0.474 3.600 -0.535 -0.136
H -0.932 2.914 -2.094 0.398
H -1.192 4.625 -1.775 0.691
H 1.585 4.768 -4.154 0.349
H -0.103 5.143 -3.825 0.481
H 0.379 3.481 -4.181 0.354
C -6.409 3.407 2.179 -1.357
C -5.373 2.497 1.562 0.042
O -4.073 2.858 2.054 -0.400
P -2.898 3.255 1.037 0.819
S -1.350 3.749 2.099 -0.586
S -2.797 1.806 -0.395 -0.535
O -3.515 4.462 0.187 0.068
C -3.584 5.782 0.752 -0.222
C -4.292 6.668 -0.244 -1.381
H -7.410 3.100 1.875 0.415
H -6.256 4.437 1.856 0.249
H -6.352 3.376 3.266 0.297
H -5.393 2.555 0.472 0.326
H -5.539 1.454 1.846 0.211
H -2.567 6.124 0.954 0.329
H -4.119 5.739 1.705 0.385
H -3.745 6.697 -1.185 0.311
H -4.365 7.684 0.145 0.409
H -5.298 6.301 -0.443 0.302
C 1.937 -7.991 0.621 -1.595
C 1.362 -7.531 1.967 2.123
C 0.554 -8.685 2.559 -2.240
C 2.515 -7.213 2.928 -1.600
C 0.515 -6.277 1.752 0.478
C -0.843 -6.231 2.060 -0.092
C -1.622 -5.090 1.848 -1.996
C -0.990 -3.995 1.313 0.460
O -1.495 -2.760 1.012 -0.214
B -0.421 -1.991 0.488 0.899
O 0.731 -2.809 0.503 -0.778
C 0.360 -4.023 1.006 0.334
C 1.131 -5.139 1.212 -1.368
H 2.522 -8.903 0.751 0.453
H 2.588 -7.235 0.182 0.316
H 1.137 -8.196 -0.092 0.361
H 1.206 -9.550 2.696 0.437
H -0.263 -8.987 1.902 0.431
H 0.135 -8.429 3.533 0.434
H 3.147 -8.092 3.066 0.449
H 2.132 -6.910 3.904 0.366
H 3.143 -6.406 2.550 0.316
H -1.326 -7.100 2.480 0.498
H -2.675 -5.072 2.094 0.558
H 2.183 -5.126 0.961 0.567
Cl 0.107 -0.153 -3.008 -0.101
C -0.687 -1.715 -3.132 1.175
C -0.161 -2.680 -3.965 -0.813
C -0.760 -3.932 -3.976 -0.445
C -1.850 -4.177 -3.152 -0.789
C -2.358 -3.177 -2.338 -0.393
C -1.791 -1.902 -2.309 -0.319
C -2.290 -0.782 -1.467 -2.206
H 0.703 -2.461 -4.576 0.457
H -0.369 -4.710 -4.617 0.384
H -2.312 -5.156 -3.147 0.406
H -3.212 -3.380 -1.703 0.403
H -3.146 -1.126 -0.885 0.398
H -2.664 0.002 -2.135 0.838
```

ΔE to the lowest compared entry with this formula, charge and spin ... 65.9 kJ/mol
Orbital gap (alpha / beta) ... 6.45 / 7.57 eV
Electronic energy ... -6450.0383 hartree
Multiplicity ... 2